{
  "formula": "C7H40O13",
  "method": "the ωB97M-V functional and the def2-TZVPD basis",
  "e_lumo_ev": [-2.5561, -9.9474],
  "homo_lumo_gap_ha": [0.3763, 0.0984],
  "multiplicity": 2,
  "charge": 1,
  "homo_energy_ev": [-12.8, -12.6],
  "elements": ["C", "O", "H", "H", "H", "H", "C", "O", "H", "H", "H", "H", "C", "O", "H", "H", "H", "H", "C", "O", "H", "H", "H", "H", "C", "O", "H", "H", "H", "H", "C", "O", "H", "H", "H", "H", "C", "O", "H", "H", "H", "H", "O", "H", "H", "O", "H", "H", "O", "H", "H", "O", "H", "H", "O", "H", "H", "O", "H", "H"],
  "xyz": [[20.593, -8.899, 7.122], [20.140, -8.053, 8.094], [21.526, -9.383, 7.412], [19.804, -9.620, 6.907], [20.902, -8.408, 6.199], [19.661, -8.595, 8.725], [13.329, -4.031, 7.328], [14.179, -4.946, 6.649], [13.765, -3.426, 8.123], [12.926, -3.298, 6.630], [12.451, -4.628, 7.574], [14.681, -4.456, 5.994], [20.122, -5.841, 2.586], [19.617, -5.923, 3.968], [19.867, -6.720, 1.994], [19.685, -4.913, 2.215], [21.207, -5.812, 2.683], [19.455, -6.816, 4.282], [15.573, -4.542, 10.223], [15.777, -3.695, 11.399], [15.678, -3.975, 9.297], [16.302, -5.352, 10.212], [14.523, -4.832, 10.233], [14.893, -3.407, 11.638], [17.320, -7.034, 7.209], [16.739, -8.236, 7.524], [17.877, -6.599, 8.039], [18.026, -7.312, 6.427], [16.502, -6.407, 6.855], [16.660, -8.728, 6.704], [19.254, -6.483, 11.131], [19.318, -7.103, 12.418], [18.272, -6.403, 10.666], [19.680, -5.484, 11.223], [19.856, -7.061, 10.430], [18.584, -6.825, 12.971], [19.518, -9.705, 3.718], [18.704, -8.614, 4.192], [20.565, -9.471, 3.912], [19.230, -10.600, 4.269], [19.402, -10.029, 2.684], [17.993, -8.928, 4.756], [16.459, -9.021, 10.203], [17.404, -9.175, 10.222], [16.271, -8.794, 9.292], [17.250, -4.663, 4.904], [17.105, -3.952, 5.527], [18.181, -4.869, 4.987], [16.345, -9.491, 5.100], [15.708, -8.885, 4.721], [16.420, -10.195, 4.456], [14.668, -7.098, 4.810], [13.931, -6.489, 4.768], [15.443, -6.537, 4.807], [14.279, -7.149, 8.344], [14.827, -7.718, 7.803], [14.301, -6.302, 7.900], [20.405, -4.854, 8.093], [20.639, -5.732, 8.391], [20.796, -4.785, 7.221]],
  "forces_ev_per_angstrom": [[1.1, -1.5, -1.4], [-0.8, 1.7, 1.3], [-0.1, -0.5, 0.3], [0.3, -0.4, -0.4], [-0.6, 0.6, 0.0], [0.1, 0.1, 0.2], [-1.4, 0.5, -0.9], [0.6, 0.2, 0.2], [0.2, -0.6, 0.3], [0.1, 0.1, -0.3], [0.2, 0.2, 0.8], [0.3, 0.0, -0.1], [-0.2, -0.3, 1.9], [0.1, 0.6, -0.4], [-0.3, 0.2, 0.0], [0.3, -0.3, -0.4], [0.0, 0.3, -0.4], [0.0, -0.5, -0.6], [-0.4, 1.2, 0.9], [0.1, -0.9, -1.3], [0.4, 0.3, -0.1], [-0.3, -0.1, 0.2], [0.2, -0.8, 0.0], [0.1, 0.2, 0.3], [1.3, 0.0, -0.4], [-0.7, -0.6, 1.6], [-0.4, 0.1, 0.2], [0.2, 0.9, -0.5], [0.2, 0.8, -0.4], [-0.4, -1.1, -0.9], [0.5, -0.1, 0.5], [-0.2, -0.2, -1.0], [-0.5, 0.0, 0.4], [0.0, 0.2, -0.3], [0.3, 0.0, 0.3], [-0.2, 0.2, 0.0], [-0.3, -0.5, 1.0], [0.9, 0.2, -0.8], [-0.1, -0.1, -0.1], [0.3, -0.1, 0.3], [-0.3, 0.9, -0.3], [-0.1, -0.3, -0.3], [-0.1, 0.2, 0.3], [0.2, -0.2, 0.2], [-0.1, 0.0, -0.1], [-1.0, -0.1, 0.3], [0.0, 0.4, 0.1], [0.8, -0.3, -0.5], [0.1, -0.1, 0.6], [-0.7, 0.6, -0.3], [0.0, -0.5, -0.1], [0.4, -0.7, 0.1], [-0.3, 0.0, 0.1], [0.4, 0.5, -0.2], [-0.1, -0.5, 0.9], [0.0, -0.5, -0.4], [0.0, 0.8, -0.6], [-0.4, 0.2, 0.1], [0.1, -0.4, 0.1], [0.2, 0.1, -0.3]]
}

---

{
  "formula": "C7H40O14",
  "method": "the ωB97M-V functional and the def2-TZVPD basis",
  "e_lumo_ev": -0.2900,
  "homo_lumo_gap_ha": 0.3063,
  "homo_energy_ev": -8.6,
  "elements": ["C", "C", "C", "C", "C", "C", "C", "H", "H", "H", "H", "H", "H", "H", "H", "H", "H", "H", "H", "H", "H", "O", "H", "H", "O", "H", "H", "O", "H", "H", "O", "H", "H", "O", "H", "H", "O", "H", "H", "O", "H", "H", "O", "H", "H", "O", "H", "H", "O", "H", "H", "O", "H", "H", "O", "H", "H", "O", "H", "H", "O"],
  "xyz": [[-1.636, -2.808, -2.692], [-1.563, -1.280, -2.690], [-1.278, -0.885, -1.153], [-0.176, -1.338, -0.598], [-2.178, 0.061, -0.540], [-3.108, -0.757, 0.294], [-4.285, -1.235, -0.143], [-2.272, -3.234, -1.842], [-1.978, -3.220, -3.685], [-0.686, -3.277, -2.577], [-2.474, -0.715, -2.777], [-0.713, -0.931, -3.221], [0.164, -0.788, 0.201], [0.683, -1.801, -0.889], [-2.876, 0.705, -1.102], [-1.557, 0.840, 0.066], [-2.605, -1.218, 1.166], [-4.900, -1.948, 0.492], [-4.974, -0.973, -1.003], [2.629, 0.471, -0.819], [3.020, -0.824, -0.027], [2.417, -0.114, -0.054], [2.887, 2.892, -1.220], [4.308, 2.266, -1.271], [3.387, 2.038, -1.498], [0.860, 0.840, -4.113], [1.802, 0.147, -4.889], [1.501, 0.117, -3.919], [4.565, -2.228, 0.484], [4.999, -1.275, 1.450], [5.114, -1.463, 0.526], [-0.414, 2.337, -3.569], [0.542, 3.558, -3.711], [-0.141, 3.035, -4.155], [0.206, -0.734, 3.402], [-0.118, -0.283, 1.869], [-0.055, -1.074, 2.502], [1.059, 1.004, -0.238], [0.769, 2.375, 0.562], [0.476, 1.866, -0.209], [1.166, 2.598, 2.528], [0.834, 2.969, 4.015], [1.596, 2.903, 3.379], [-2.544, 3.356, 0.186], [-3.958, 3.474, 0.709], [-3.174, 3.907, 0.442], [2.171, -0.109, 1.869], [2.176, 0.858, 3.003], [2.178, -0.112, 2.803], [-0.253, -3.178, 1.928], [-1.299, -4.179, 1.887], [-0.321, -4.053, 1.725], [0.908, 4.462, 2.411], [0.310, 4.708, 1.032], [0.507, 3.984, 1.661], [-2.340, -0.248, 3.579], [-3.411, 0.480, 3.069], [-3.336, -0.402, 3.434], [1.960, -4.140, 0.135], [2.957, -3.913, 1.318], [2.470, -3.517, 0.479]],
  "forces_ev_per_angstrom": [[-2.0, -0.9, -0.8], [-0.2, -0.8, 4.3], [1.5, -1.2, -4.5], [-1.4, 1.9, 0.6], [-0.7, 3.1, 2.5], [-0.3, -1.5, 0.0], [-2.0, -0.5, 1.0], [0.6, 0.7, -1.3], [-0.1, 0.4, 0.9], [1.0, 0.1, 0.3], [-0.5, -0.3, -1.4], [0.4, 0.5, -0.9], [0.1, 0.8, 2.4], [1.4, -2.2, -1.9], [0.8, -0.4, -0.9], [-1.0, -1.4, -0.6], [-0.8, 0.3, -0.3], [1.2, 0.7, -0.5], [1.7, 0.3, 0.6], [0.6, -0.5, 0.5], [1.3, -1.4, -0.2], [-1.3, 1.9, -0.4], [1.0, -2.3, -0.7], [-0.4, -0.4, -0.1], [-0.7, 2.7, 0.7], [0.2, -0.4, 1.1], [0.2, -0.8, 2.0], [-0.3, 1.3, -3.2], [-0.6, -1.3, -0.8], [0.3, 0.7, 0.9], [0.2, 0.5, -0.2], [-0.1, -0.1, 0.7], [-0.3, -0.4, 0.1], [0.3, 0.4, -0.6], [0.0, -0.4, -1.8], [0.2, -1.7, 1.7], [-1.3, 1.5, 0.1], [-1.7, 2.3, 0.3], [0.0, -0.1, -0.4], [1.5, -1.9, 0.0], [0.7, 0.6, 1.6], [1.1, -0.3, -0.8], [-1.1, -1.2, 0.7], [4.0, -4.2, -1.7], [-0.9, -1.0, 0.2], [-3.0, 5.1, 1.4], [0.0, -0.3, -2.0], [0.3, -1.1, 0.2], [0.8, 2.0, 2.3], [0.9, 4.4, 0.8], [1.6, -0.2, -0.4], [-2.4, -4.1, -0.5], [0.0, -0.5, -0.4], [-0.2, -0.7, 0.1], [-0.5, 2.3, -1.1], [-1.7, -1.5, 0.1], [-1.3, 0.4, -0.5], [3.0, 1.0, 0.5], [-3.6, -4.5, -2.1], [-2.0, 1.0, -2.8], [5.7, 3.7, 5.0]]
}

---

Across the entries above, energy relative to the best compared isomer or geometry (same formula, charge and spin) takes the values 477.3, 576.5 kJ/mol, respectively.